# 1
The following is a DFT calculation (ωB97M-V/def2-TZVPD) of 36 unconnected molecules or ions with the total composition C4H79NO37.

ORCA input file:
```
! RIJCOSX wB97M-V def2-TZVPD def2/J DEFGRID3
* xyz 0 1
N 0.2908 2.3154 -0.3764
C 1.6233 1.9640 0.2630
C 1.6170 0.4747 0.9144
C 1.5875 0.6184 2.5312
O 2.7728 1.3556 2.9483
C 3.5652 0.6264 3.8652
O 4.4038 -0.2075 3.4264
H -0.2142 2.7997 0.4019
H -0.2404 1.4441 -0.5103
H 1.8407 2.7777 1.0446
H 2.4585 2.0168 -0.5256
H 2.6170 0.0137 0.6369
H 0.7057 -0.1351 0.6151
H 1.4877 -0.4258 2.9784
H 0.6142 1.1958 2.7496
H 3.4596 0.8580 4.9877
O 0.6530 1.2687 5.4937
H 1.5608 1.5514 5.3122
H 0.5679 1.3602 6.4506
O 4.6365 -0.1498 -0.1356
H 5.5409 0.1360 -0.3188
H 4.5537 -0.0604 0.8256
O 3.6106 -2.6308 -1.6781
H 4.1133 -3.2945 -1.1840
H 3.7572 -1.8110 -1.1849
O 0.7310 -3.9269 -2.3391
H 1.6380 -3.6402 -2.5251
H 0.6504 -3.8384 -1.3816
O 3.2854 3.0990 -2.8311
H 2.3525 2.8646 -2.7350
H 3.5228 2.7590 -3.7059
O 2.6242 1.9433 6.8053
H 3.1233 1.2774 7.3039
H 2.7715 2.7623 7.2957
O -1.3876 0.4405 3.5962
H -0.6791 0.4412 4.2587
H -2.0982 0.9446 4.0145
O -1.4798 1.2442 7.5820
H -2.3508 1.4765 7.9229
H -1.6700 0.7687 6.7607
O -3.9150 1.1871 2.8518
H -4.6786 0.9097 2.3317
H -3.2251 0.5521 2.6126
O 4.0837 2.0509 -5.9595
H 3.9006 1.5274 -6.7527
H 5.0054 1.8523 -5.7564
O -0.9411 4.8678 1.6287
H -0.6692 5.6178 1.0880
H -1.8845 5.0253 1.7889
O 1.5505 -7.2498 -2.2030
H 1.1670 -6.3635 -2.1604
H 1.4079 -7.5186 -3.1178
O 4.2524 -0.0198 -3.3375
H 4.3034 -0.9834 -3.3787
H 4.3241 0.1775 -2.3949
O -0.0232 -2.4160 0.9977
H -0.6912 -2.6571 0.3442
H -0.4959 -1.8391 1.6138
O 3.0700 -0.7942 7.3926
H 2.1363 -1.0236 7.4867
H 3.3086 -1.1382 6.5221
O -3.3787 5.6990 0.6901
H -3.7549 6.5889 0.7279
H -3.5132 5.4265 -0.2279
O -0.4183 -3.3947 4.1270
H -0.5995 -3.9245 3.3369
H 0.5013 -3.5958 4.3372
O -3.0878 -0.5694 5.9778
H -3.8533 -0.8483 5.4565
H -2.3987 -1.2036 5.7383
O -1.0771 0.8705 -2.9538
H -1.1356 0.0432 -2.4609
H -0.7305 1.5049 -2.3087
O -5.9688 -0.0151 5.2487
H -5.6985 0.7396 4.7094
H -6.9058 0.1415 5.4173
O -7.7622 0.9163 3.5835
H -8.5266 0.6389 3.0632
H -7.0739 0.2824 3.3444
O 0.6078 -3.9628 -5.1943
H 1.5123 -3.6777 -5.3800
H 0.5275 -3.8744 -4.2348
O -5.3948 7.7882 2.1006
H -5.1858 8.0270 3.0112
H -6.3412 7.5905 2.1214
O 3.5021 -4.5931 -3.8835
H 3.4521 -5.4266 -3.3964
H 3.8555 -3.9654 -3.2376
O -0.1627 -3.0904 -7.9110
H -0.1122 -4.0533 -7.9510
H -0.0897 -2.8931 -6.9672
O -0.6978 -6.1734 -3.3995
H -0.4360 -5.4177 -3.9400
H -1.6351 -6.0242 -3.2270
O -5.2330 4.9957 -1.6341
H -6.1071 5.2275 -1.2981
H -5.4158 4.5175 -2.4521
O -2.2547 -4.9915 2.6766
H -2.5014 -5.6412 3.3464
H -2.8334 -5.1927 1.9314
O 0.5695 -0.7784 -5.7985
H -0.1023 -1.0168 -6.4490
H 0.0992 -0.2071 -5.1756
O 5.1179 -5.2477 -0.4968
H 5.1676 -6.2106 -0.5383
H 5.1902 -5.0503 0.4453
O 2.7165 -0.0585 -8.1395
H 2.4762 -0.7154 -7.4727
H 2.1337 -0.2557 -8.8822
O -1.2604 -6.3237 -7.1606
H -1.3094 -7.1548 -6.6731
H -0.9066 -5.6958 -6.5160
O 1.1228 2.9731 -5.9945
H 1.9332 2.4487 -5.9325
H 1.3144 3.7609 -5.4714
O -8.3107 6.7650 1.9241
H -8.9817 6.9950 1.2699
H -8.4651 5.8285 2.0992
O 2.3646 5.9335 -1.9920
H 2.4167 4.9683 -2.0342
H 2.4361 6.1304 -1.0507
*
```

The HOMO-LUMO gap is 0.329 Ha.

***

# 2
The following is a DFT calculation (ωB97M-V/def2-TZVPD) of a molecular structure, C7H12O2.

ORCA input file:
```
! RIJCOSX wB97M-V def2-TZVPD def2/J DEFGRID3
* xyz 0 1
C 0.0066 -0.3590 -0.2793
C 1.7035 0.5181 0.0747
C 0.0811 -1.7625 0.2622
C 2.5424 0.2028 -1.1408
C -2.5291 -0.1081 -0.2089
C -0.6695 0.6229 0.4209
C -0.8116 1.4909 1.3861
O -3.4583 0.8239 0.1698
O -2.8893 -1.0987 -0.7994
H -4.3478 0.4782 -0.0391
H -0.0928 -0.2885 -1.3598
H 2.0362 0.0114 0.9773
H 1.6356 1.5890 0.2502
H 0.1499 -1.7651 1.3484
H 0.9464 -2.2794 -0.1528
H -0.8257 -2.2947 -0.0281
H -1.8060 1.8262 1.6485
H 0.0212 2.0080 1.8391
H 2.5777 -0.8674 -1.3469
H 2.1561 0.7112 -2.0255
H 3.5734 0.5405 -0.9964
*
```

The relative energy (zero: lowest compared OMol25 entry of this formula, charge and spin) comes out at 85.73 kcal/mol. The HOMO-LUMO gap is 0.327 Ha.

***

# 3
The following is a DFT calculation (ωB97M-V/def2-TZVPD) of a molecular structure, C4H11Br2N2NiO5.

ORCA input file:
```
! RIJCOSX wB97M-V def2-TZVPD def2/J DEFGRID3
* xyz 1 3
Ni -1.5050 -3.0829 1.0154
O -0.7223 -1.3551 1.3233
H 0.1595 -1.2638 0.9125
C 1.9583 -1.4485 -1.4250
N 3.0159 -1.2388 -2.5455
O 4.1599 -1.5654 -2.2976
O 2.6336 -0.6425 -3.5353
H 1.0775 -1.8946 -1.8868
H 1.6936 -0.4715 -1.0207
H 2.3737 -2.0195 -0.5946
C -3.0588 0.3396 -1.0740
N -2.6835 -0.8401 -1.8651
O -2.5542 -1.8633 -1.2064
O -2.5995 -0.7684 -3.0819
H -2.1926 0.3931 -0.4145
H -3.9751 0.1141 -0.5284
H -3.1194 1.1676 -1.7804
Br 2.6459 2.6224 3.4453
C 0.7983 1.8660 3.2231
C 0.4058 2.0218 1.8207
Br -0.7448 3.6060 1.5226
H 0.1586 2.3838 3.9378
H 0.8364 0.8207 3.5297
H 0.0000 1.0978 1.4087
H 1.2384 2.0214 1.1171
*
```

The HOMO-LUMO gap (alpha / beta) is 0.186 / 0.147 Ha.

***

# 4
The following is a DFT calculation (ωB97M-V/def2-TZVPD) of 2 unconnected molecules or ions with the total composition C5H10O2.

ORCA input file:
```
! RIJCOSX wB97M-V def2-TZVPD def2/J DEFGRID3
* xyz 0 1
C 1.7830 -0.6820 -0.7413
C 0.6200 -0.6566 0.2294
C 0.4945 0.4704 1.1457
O 0.3778 -1.8832 0.8676
H 2.7150 -0.9028 -0.2148
H 1.6376 -1.4450 -1.5105
H 1.8840 0.2827 -1.2380
H -0.4150 -0.4197 -0.5399
H 0.1581 0.1937 2.1419
H 1.3642 1.1211 1.1896
H -0.4159 1.1027 0.7033
H 0.3246 -2.5796 0.2029
C -1.6309 0.1836 -1.0658
C -1.8462 1.1775 -0.3492
O -2.7118 2.0808 0.1067
H -1.8742 -0.4033 -1.9239
H -2.4650 2.3597 0.9963
*
```

The relative energy (zero: lowest compared OMol25 entry of this formula, charge and spin) comes out at 129.87 kcal/mol. Its SMILES is CC(C)O.C#CO. The HOMO-LUMO gap is 0.316 Ha.

***

# 5
The following is a DFT calculation (ωB97M-V/def2-TZVPD) of 2 unconnected molecules or ions with the total composition C4H8O2.

ORCA input file:
```
! RIJCOSX wB97M-V def2-TZVPD def2/J DEFGRID3
* xyz 1 2
C -0.7647 -1.5313 -0.0706
C 0.4919 -0.9505 -0.5058
C 1.3007 -1.6126 -1.4445
H -0.9445 -2.5383 -0.4301
H -1.6316 -0.9021 -0.2653
H -0.6976 -1.6431 1.0323
H 0.5526 0.1204 -0.3510
H 2.0841 -1.0942 -1.9726
H 1.3090 -2.6984 -1.4567
O -1.3264 1.9502 0.4424
C -0.2510 2.3877 0.7382
O 0.0194 3.1462 1.7989
H 0.6803 2.1494 0.2018
H -0.8222 3.2166 2.2830
*
```

The relative energy (zero: lowest compared OMol25 entry of this formula, charge and spin) comes out at 19.77 kcal/mol. The HOMO-LUMO gap (alpha / beta) is 0.328 / 0.200 Ha.

***

# 6
The following is a DFT calculation (ωB97M-V/def2-TZVPD) of 2 unconnected molecules or ions with the total composition C6H16NO2.

ORCA input file:
```
! RIJCOSX wB97M-V def2-TZVPD def2/J DEFGRID3
* xyz 1 1
C -0.1724 1.8093 1.0887
C 0.9381 1.2000 1.9757
C 0.8389 -0.2701 1.7751
C 0.7976 -2.3574 -1.3912
O 0.1831 -1.4811 -2.3598
C 0.3410 -1.9221 -0.0308
C 1.0656 -0.9426 0.5389
N -0.3113 1.5661 -0.4724
H -0.1421 2.9146 1.2749
H -1.1248 1.4230 1.5372
H 1.8954 1.8210 1.7216
H 0.8984 1.6127 3.0844
H -0.2006 -0.5578 1.9863
H 1.4936 -0.6148 2.6950
H 0.4842 -3.3166 -1.4594
H 1.8873 -2.3332 -1.7013
H -0.4783 -1.7146 -3.0301
H -0.4636 -2.4166 0.4882
H 2.0540 -0.5482 0.1333
H -1.2246 1.4674 -0.9841
H -0.1193 0.6547 -0.8681
H 0.1998 2.3381 -1.0038
H -2.7115 -0.1313 -2.0116
H -3.4525 1.0907 -1.3316
O -2.6760 0.7087 -1.6550
*
```

The relative energy (zero: lowest compared OMol25 entry of this formula, charge and spin) comes out at 73.69 kcal/mol. The HOMO-LUMO gap is 0.372 Ha.

***

# 7
The following is a DFT calculation (ωB97M-V/def2-TZVPD) of C6H3N in the gas phase.

ORCA input file:
```
! RIJCOSX wB97M-V def2-TZVPD def2/J DEFGRID3
* xyz 0 3
C 0.7544 -0.6459 0.2762
C 1.2705 0.0874 -0.7331
C -0.5282 -0.4682 0.9235
C 0.1684 2.0851 -1.8876
C -1.2874 -0.1161 2.0923
C -1.8660 -0.2329 0.8174
N 0.7694 1.2515 -1.2731
H 1.1840 -1.5389 0.6807
H 2.2009 -0.3717 -1.0263
H -2.6660 -0.0503 0.1300
*
```

The relative energy (zero: lowest compared OMol25 entry of this formula, charge and spin) comes out at 1.29 kcal/mol. The HOMO-LUMO gap (alpha / beta) is 0.231 / 0.260 Ha.

***

# 8
The following is a DFT calculation (ωB97M-V/def2-TZVPD) of 2 unconnected molecules or ions with the total composition C13H19BBr2F4NO8P2S.

ORCA input file:
```
! RIJCOSX wB97M-V def2-TZVPD def2/J DEFGRID3
* xyz -1 1
C 1.7724 3.5062 0.0682
C 0.2861 3.2370 0.0512
O -0.5375 4.1003 0.1244
N -0.0779 1.8417 -0.0504
C 0.0949 1.2233 1.2377
C -1.1331 0.9879 2.0610
O 1.2075 0.9491 1.6054
C -1.2509 1.4383 -0.8745
P -1.0698 2.2563 -2.5221
O -1.9555 1.8070 -3.6186
O -2.5064 1.7990 -0.4134
B -3.3894 0.5950 -0.4458
P -4.7215 0.6254 1.0125
S -6.1379 2.0212 0.9340
O -2.4201 -0.5200 -0.2470
C -1.2432 -0.1336 -0.9073
C -1.1599 -0.8188 -2.2760
C -0.8368 -2.3103 -2.1000
C 0.6121 -2.7177 -2.2556
F 0.6976 -4.0763 -2.1662
Br 1.7197 -1.9782 -0.8275
C 1.3121 -2.3499 -3.5950
F 1.6786 -1.0568 -3.6297
F 2.4255 -3.0917 -3.7367
Br 0.1739 -2.6796 -5.1277
H 2.3464 2.6306 -0.2234
H 1.9764 4.3494 -0.5953
H 2.0622 3.7972 1.0827
H -1.8757 1.7671 1.8884
H -0.8333 0.9208 3.1073
H -1.5747 0.0332 1.7475
H 0.3162 2.1210 -2.7914
H -1.1611 3.6112 -2.1760
H -4.0690 0.4985 -1.4546
H -4.0985 0.6244 2.2809
H -5.2587 -0.6770 1.0451
H -0.3902 -0.4640 -0.3067
H -2.1252 -0.7064 -2.7709
H -0.4266 -0.3317 -2.9261
H -1.3827 -2.9271 -2.8190
H -1.1559 -2.6262 -1.1023
C 3.7561 -2.4277 2.7559
C 2.5294 -1.5709 3.0093
O 2.8007 -1.0332 4.2946
C 4.1413 -1.0346 4.4936
O 4.7007 -0.4796 5.3805
O 4.7562 -1.7589 3.5265
F 1.3963 -2.3097 3.0729
H 3.5994 -3.4307 3.1576
H 4.0572 -2.4778 1.7140
H 2.3727 -0.7527 2.3081
*
```

The HOMO-LUMO gap is 0.249 Ha.

***

# 9
The following is a DFT calculation (ωB97M-V/def2-TZVPD) of 2 unconnected molecules or ions with the total composition C2H6IN2S.

ORCA input file:
```
! RIJCOSX wB97M-V def2-TZVPD def2/J DEFGRID3
* xyz 1 1
C -0.0781 -2.3884 -0.0974
C 0.5013 2.6735 -0.2061
N 0.6953 -1.5323 0.4281
N -0.9196 -3.1089 -0.4215
S -0.2504 1.2734 0.8187
I -2.5182 0.7474 0.1823
H 0.4184 2.2593 -1.2728
H 1.4127 2.7122 0.2404
H 0.0757 3.6329 -0.0184
H 0.3947 -0.5095 0.6848
H 1.6145 -1.8787 0.6320
H -1.3462 -3.8810 -0.9701
*
```

The relative energy (zero: lowest compared OMol25 entry of this formula, charge and spin) comes out at 19.51 kcal/mol. The HOMO-LUMO gap is 0.306 Ha.

***

# 10
The following is a DFT calculation (ωB97M-V/def2-TZVPD) of 3 unconnected molecules or ions with the total composition C2H10N2O3.

ORCA input file:
```
! RIJCOSX wB97M-V def2-TZVPD def2/J DEFGRID3
* xyz 0 1
N 1.5332 2.0781 1.2104
C 0.2517 1.4528 1.1754
C 0.1553 0.5155 -0.0482
N -0.3167 -0.7229 0.0669
O 0.5546 0.9732 -1.1195
H 1.5150 3.0957 1.3195
H 1.9336 1.9424 0.2821
H -0.6334 2.1049 1.1803
H -0.0253 0.8424 2.0656
H -0.5873 -1.2411 -0.7464
H -0.2137 -1.1659 0.9636
O 1.9603 -2.0753 -1.4547
H 2.4170 -1.6140 -0.7487
H 1.2285 -1.5723 -1.8273
O -2.9354 -1.3236 -0.9438
H -3.2193 -1.4119 -0.0244
H -3.6180 -1.8781 -1.3507
*
```

The relative energy (zero: lowest compared OMol25 entry of this formula, charge and spin) comes out at 26.94 kcal/mol. Its SMILES is NCC(N)=O.O.O. The HOMO-LUMO gap is 0.365 Ha.

***

# 11
The following is a DFT calculation (ωB97M-V/def2-TZVPD) of a molecular structure, C44H37BrHgN4O3.

ORCA input file:
```
! RIJCOSX wB97M-V def2-TZVPD def2/J DEFGRID3
* xyz -1 2
Hg 0.4523 0.0868 0.3403
O -0.9837 -1.2695 0.2957
C -2.3487 -1.2863 0.3779
C -3.0103 -0.2091 -0.5262
C -2.9030 1.2063 -0.0485
C -4.0646 1.9639 0.0543
C -3.9706 3.3227 0.3084
C -2.7089 3.8692 0.4878
C -1.5955 3.0410 0.4641
C -0.2492 3.6190 0.7816
C 0.9048 3.1203 -0.1468
O 1.3548 1.8759 0.2132
C 0.4066 3.2329 -1.5870
C 0.3476 2.1298 -2.4237
C -0.0971 2.2430 -3.7292
C -0.4700 3.4762 -4.2318
C -0.4189 4.5868 -3.4062
C 0.0052 4.4650 -2.0964
C 2.1481 3.9966 0.0701
C 2.8666 4.5634 -0.9749
C 4.0931 5.1670 -0.7516
C 4.6309 5.2121 0.5219
C 3.9186 4.6612 1.5739
C 2.6924 4.0675 1.3499
N -1.6964 1.7346 0.1870
C -2.7170 -2.7055 -0.0885
C -2.1789 -3.7541 0.6533
C -2.3457 -5.0663 0.2610
C -3.0686 -5.3626 -0.8836
C -3.6073 -4.3310 -1.6269
C -3.4353 -3.0135 -1.2339
C -2.8928 -1.1782 1.8026
C -4.2511 -1.3370 2.0495
C -4.7355 -1.3670 3.3438
C -3.8683 -1.2516 4.4179
C -2.5166 -1.0784 4.1811
C -2.0375 -1.0404 2.8844
H -4.0677 -0.4427 -0.6519
H -2.5090 -0.2811 -1.4958
H -5.0282 1.4963 -0.0855
H -4.8557 3.9406 0.3486
H -2.5827 4.9279 0.6549
H 0.0094 3.3245 1.8020
H -0.2968 4.7101 0.7456
H 0.6657 1.1621 -2.0483
H -0.1408 1.3649 -4.3570
H -0.7945 3.5759 -5.2584
H -0.7037 5.5560 -3.7929
H 0.0464 5.3474 -1.4737
H 2.4819 4.5261 -1.9831
H 4.6391 5.5915 -1.5848
H 5.6033 5.6531 0.6932
H 4.3284 4.6819 2.5732
H 2.1663 3.6152 2.1745
H -1.5998 -3.5212 1.5336
H -1.9104 -5.8633 0.8489
H -3.2033 -6.3870 -1.2015
H -4.1638 -4.5478 -2.5282
H -3.8622 -2.2369 -1.8488
H -4.9352 -1.4642 1.2227
H -5.7946 -1.5026 3.5163
H -4.2418 -1.3072 5.4317
H -1.8284 -0.9942 5.0093
H -0.9762 -0.9277 2.6980
Br 2.7149 0.4445 2.8184
C 3.7580 0.1546 1.2509
C 5.1271 0.2184 1.3348
C 5.8554 -0.0023 0.1634
C 5.1394 -0.2348 -1.0194
C 3.7675 -0.2563 -0.9783
N 3.0596 -0.0931 0.1485
H 5.6148 0.4300 2.2747
H 6.9343 0.0261 0.1753
H 5.6538 -0.3978 -1.9539
H 3.1751 -0.4098 -1.8686
N 1.0872 -6.4449 -2.0700
C 1.1815 -5.0533 -2.1268
O 1.1194 -4.4767 -3.2099
C 1.4025 -4.3880 -0.8530
C 1.7325 -5.0545 0.3555
C 1.8787 -4.2975 1.4960
C 1.6958 -2.9238 1.4410
N 1.4109 -2.2712 0.2973
C 1.2780 -2.9927 -0.7947
H 0.7182 -6.8620 -2.9118
H 0.7245 -6.8360 -1.2150
H 1.8952 -6.1229 0.3847
H 2.1462 -4.7630 2.4355
H 1.7854 -2.3202 2.3332
H 1.0460 -2.4653 -1.7113
*
```

The relative energy (zero: lowest compared OMol25 entry of this formula, charge and spin) comes out at 18.56 kcal/mol. The HOMO-LUMO gap (alpha / beta) is 0.122 / 0.275 Ha.

***

# 12
The following is a DFT calculation (ωB97M-V/def2-TZVPD) of a molecular structure, CH13O9V.

ORCA input file:
```
! RIJCOSX wB97M-V def2-TZVPD def2/J DEFGRID3
* xyz 1 4
V -6.4450 -7.1737 -16.4895
C -7.3665 -5.1616 -15.3172
O -6.3205 -5.0113 -15.9394
O -8.0436 -4.0939 -14.8661
O -7.8158 -6.2812 -15.1195
H -7.6257 -3.2767 -14.9689
O -8.1073 -6.3754 -17.9570
H -8.1486 -5.3732 -18.0012
H -8.7358 -6.6821 -18.5890
O -6.4226 -8.3974 -14.5334
H -7.2135 -8.2431 -14.0206
H -5.7274 -8.7189 -13.9417
O -8.3888 -8.5948 -16.4781
H -9.1714 -8.3161 -16.9597
H -8.6514 -9.5016 -16.2943
O -5.6228 -9.0566 -17.4984
H -4.7309 -9.5006 -17.3370
H -5.8235 -9.3644 -18.3663
O -5.2726 -6.3504 -18.3273
H -4.4672 -6.8563 -18.4860
H -5.1665 -5.4685 -18.6609
O -4.3318 -6.8812 -15.6566
H -4.2954 -6.2802 -14.8759
H -3.4630 -7.0134 -16.0415
*
```

The relative energy (zero: lowest compared OMol25 entry of this formula, charge and spin) comes out at 1.89 kcal/mol. The HOMO-LUMO gap (alpha / beta) is 0.242 / 0.357 Ha.